(1)
Computed, not measured: 2 unconnected molecules or ions with the total composition C3H11N2O, with ωB97M-V with the def2-TZVPD basis set.

Element x y z (Å)
C -0.83 -2.50 1.02
C 0.09 -1.48 0.44
O -0.09 -0.26 0.59
N 1.19 -1.88 -0.27
H -0.47 -2.82 2.00
H -0.83 -3.47 0.51
H 1.57 -1.27 -0.97
H 1.40 -2.86 -0.42
H -1.81 -2.04 1.10
C -0.77 2.54 -0.50
N 0.71 2.12 -0.50
H 1.06 1.99 -1.45
H 1.22 2.86 -0.03
H 0.77 1.14 -0.08
H -1.00 2.80 -1.53
H -0.90 3.40 0.15
H -1.33 1.73 -0.06

As for the charge: +1. The calculation puts the HOMO energy at -14.35 eV. The calculation puts the LUMO energy at -3.29 eV. The calculation puts the strongest force on any atom at 1.333 eV Å⁻¹. Its orbital gap is 11.06 eV.

(2)
Computed, not measured: 2 unconnected molecules or ions with the total composition C3H11N2O, with ωB97M-V with the def2-TZVPD basis set.

Element x y z (Å)
C -0.42 0.30 -2.25
N -1.25 1.30 -2.50
O -0.63 -0.66 -1.52
H 0.52 0.36 -2.82
H -2.19 1.29 -2.17
H -0.93 2.03 -3.10
C -0.31 -1.15 2.00
N 0.61 -0.81 0.87
C 1.09 0.60 0.94
H -0.60 -2.19 1.89
H 0.17 -0.97 2.96
H -1.21 -0.56 1.89
H 0.10 -0.94 -0.03
H 1.42 -1.42 0.92
H 0.23 1.26 0.97
H 1.73 0.81 0.09
H 1.68 0.76 1.84

As for the charge: +1. The calculation puts the HOMO energy at -14.56 eV. The calculation puts the LUMO energy at -2.83 eV. The calculation puts the strongest force on any atom at 0.888 eV Å⁻¹. Its orbital gap is 11.74 eV.

(3)
Computed, not measured: 2 unconnected molecules or ions with the total composition C3H11N2O2, with ωB97M-V with the def2-TZVPD basis set.

Element x y z (Å)
N 0.73 2.01 -0.70
C 0.48 0.77 0.07
C -0.79 0.97 0.85
N -1.54 -0.09 1.18
C -1.31 -1.47 0.80
O -1.05 2.10 1.23
H 1.74 2.11 -1.01
H 0.55 2.83 -0.07
H 0.14 2.12 -1.55
H 0.50 -0.08 -0.60
H 1.31 0.61 0.75
H -2.38 0.08 1.70
H -0.77 -1.53 -0.13
H -2.25 -2.00 0.63
H -0.69 -1.97 1.53
H 2.26 -1.63 -1.83
H 1.66 -2.88 -1.39
O 1.42 -1.94 -1.45

The calculation puts the HOMO energy (alpha / beta) at -3.47 / -10.07 eV. The calculation puts the LUMO energy (alpha / beta) at 0.52 / 0.42 eV. The calculation puts the strongest force on any atom at 1.311 eV Å⁻¹. Its orbital gap (alpha / beta) is 3.99 / 10.49 eV. Its spin multiplicity is 2.

(4)
Computed, not measured: 2 unconnected molecules or ions with the total composition C3H11N2O2, with ωB97M-V with the def2-TZVPD basis set.

Element x y z (Å)
N 0.28 1.67 1.00
C -0.71 0.85 0.20
C -0.52 1.13 -1.29
C -0.35 -0.59 0.58
N -1.20 -1.61 0.44
O 0.68 -0.75 1.23
H 1.02 1.02 1.35
H -0.20 2.00 1.84
H 0.54 2.48 0.44
H -1.72 1.15 0.48
H -0.92 2.10 -1.58
H -1.05 0.40 -1.89
H 0.57 1.08 -1.46
H -1.00 -2.52 0.83
H -1.99 -1.63 -0.19
H 3.01 -1.97 -0.70
H 1.51 -2.79 -0.59
O 2.05 -2.01 -0.69

As for the charge: +1. The calculation puts the HOMO energy at -14.05 eV. The calculation puts the LUMO energy at -3.26 eV. The calculation puts the strongest force on any atom at 2.332 eV Å⁻¹. Its orbital gap is 10.80 eV.

(5)
Computed, not measured: 2 unconnected molecules or ions with the total composition C3H11N2O2, with ωB97M-V with the def2-TZVPD basis set.

Element x y z (Å)
N -2.08 -0.69 0.04
C -0.93 -1.33 -0.24
C 0.24 -0.20 -0.28
N 1.54 -0.80 -0.39
C 2.63 0.13 -0.72
O 0.08 0.61 0.67
H -2.96 -0.95 -0.37
H 0.06 0.25 -1.28
H -2.08 0.08 0.72
H -1.03 -1.81 -1.21
H -0.60 -2.10 0.47
H 1.76 -1.24 0.51
H 2.55 0.44 -1.76
H 2.53 1.02 -0.08
H 3.57 -0.37 -0.51
H -1.13 1.83 1.36
H -2.15 2.93 1.83
O -2.00 2.20 1.22

As for the charge: +1. The calculation puts the HOMO energy at -14.52 eV. The calculation puts the LUMO energy at -8.70 eV. The calculation puts the strongest force on any atom at 4.156 eV Å⁻¹. Its orbital gap is 5.83 eV.

(6)
Computed, not measured: 2 unconnected molecules or ions with the total composition C3H11N2S, with ωB97M-V with the def2-TZVPD basis set.

Element x y z (Å)
C -0.33 0.95 -1.44
C -0.30 -1.02 0.28
C -0.62 0.38 -0.02
N 1.75 -0.97 0.15
N -0.81 1.32 0.99
S -2.39 -0.66 0.02
H 0.18 0.34 -2.22
H 0.37 1.66 -1.21
H -1.12 1.54 -1.94
H -0.24 -1.41 1.34
H -0.21 -1.71 -0.49
H 1.86 -0.98 -0.83
H 2.41 -0.47 0.59
H -0.46 1.13 1.97
H -0.79 2.29 0.83
H 1.77 -1.98 0.54
H -2.79 -0.14 1.09

As for the charge: +1. The calculation puts the HOMO energy at -13.47 eV. The calculation puts the LUMO energy at -3.20 eV. The calculation puts the strongest force on any atom at 5.359 eV Å⁻¹. Its orbital gap is 10.27 eV.

(7)
Computed, not measured: a gas-phase ion, C3H11N2S (charge +1), with ωB97M-V with the def2-TZVPD basis set.

Element x y z (Å)
C 0.58 0.13 -1.54
C 0.58 -0.01 -0.03
N 0.77 1.34 0.58
C -0.71 -0.56 0.55
N -1.00 -1.85 0.18
S -2.29 0.72 -0.19
H -0.23 0.79 -1.86
H 1.53 0.54 -1.89
H 0.44 -0.83 -2.02
H 1.39 -0.68 0.29
H 0.96 1.27 1.59
H -0.13 1.83 0.42
H 1.54 1.84 0.13
H -0.81 -0.41 1.62
H -1.84 -2.24 0.59
H -0.97 -2.03 -0.82
H -2.91 0.82 0.97

As for the charge: +1. The calculation puts the HOMO energy at -12.93 eV. The calculation puts the LUMO energy at -3.51 eV. The calculation puts the strongest force on any atom at 2.258 eV Å⁻¹. Its orbital gap is 9.42 eV.

(8)
Computed, not measured: 2 unconnected molecules or ions with the total composition C3H11N3, with ωB97M-V with the def2-TZVPD basis set.

Element x y z (Å)
H -2.62 -0.36 -4.14
N -1.71 -0.59 -3.74
C -1.22 -1.54 -4.44
N 0.09 -1.99 -4.14
H -1.67 -2.06 -5.28
H 0.19 -1.66 -3.18
H 0.84 -1.58 -4.68
C 1.23 -0.02 3.28
N 0.94 1.03 2.29
C 0.03 2.02 2.84
H 0.32 -0.51 3.65
H 1.73 0.38 4.16
H 2.04 -0.61 2.85
H 0.50 0.53 1.53
H -0.02 2.87 2.15
H -1.00 1.67 3.02
H 0.33 2.40 3.82

The calculation puts the HOMO energy at -8.93 eV. The calculation puts the LUMO energy at 1.08 eV. The calculation puts the strongest force on any atom at 1.678 eV Å⁻¹. Its orbital gap is 10.01 eV.

(9)
Computed, not measured: 4 unconnected molecules or ions with the total composition C3H11N3, with ωB97M-V with the def2-TZVPD basis set.

Element x y z (Å)
C 1.35 0.37 -0.64
N 2.06 1.07 0.42
N 1.84 -0.90 -1.17
H 3.02 1.27 0.17
H 2.78 -0.83 -1.52
H 1.79 -1.63 -0.47
H 2.04 0.55 1.29
H 1.43 1.05 -1.50
H -0.52 -0.58 0.81
C -3.02 -0.27 0.75
C -1.83 0.18 0.02
N -1.34 0.82 -0.84
H 0.05 0.58 -0.73
H 0.33 -0.50 0.57
H -2.94 0.01 1.80
H -3.94 0.16 0.34
H -3.09 -1.36 0.70

The calculation puts the HOMO energy at -8.82 eV. The calculation puts the LUMO energy at 0.78 eV. The calculation puts the strongest force on any atom at 2.937 eV Å⁻¹. Its orbital gap is 9.60 eV.

(10)
Computed, not measured: 2 unconnected molecules or ions with the total composition C3H11N3, with ωB97M-V with the def2-TZVPD basis set.

Element x y z (Å)
H -2.33 -1.65 2.16
N -2.65 -0.92 1.53
C -1.73 -0.41 0.82
C -2.09 0.58 -0.24
N -0.39 -0.68 0.93
H -1.80 0.20 -1.22
H -1.58 1.52 -0.07
H -3.16 0.75 -0.22
H 0.33 -0.42 0.17
H -0.11 -1.44 1.53
C 1.76 0.67 -0.90
N 2.70 -0.36 -0.48
H 2.23 1.61 -1.25
H 1.18 0.30 -1.75
H 1.06 0.90 -0.02
H 3.30 -0.01 0.26
H 3.28 -0.65 -1.25

The calculation puts the HOMO energy at -8.97 eV. The calculation puts the LUMO energy at 0.85 eV. The calculation puts the strongest force on any atom at 3.347 eV Å⁻¹. Its orbital gap is 9.82 eV.

(11)
Computed, not measured: a molecular structure, C3H11N3O, with ωB97M-V with the def2-TZVPD basis set.

Element x y z (Å)
C -1.25 0.63 1.51
C -1.26 -0.73 1.08
H -2.07 1.26 1.18
H -0.29 1.16 0.75
H -0.92 0.83 2.52
H -0.84 -1.48 1.74
H -2.11 -1.08 0.50
H -0.26 -0.70 0.11
C 0.77 -0.09 -0.58
N 1.98 -0.57 0.02
N 0.50 -0.53 -1.93
O -0.26 1.86 -1.28
N 0.55 1.23 -0.31
H -0.45 1.16 -1.94
H 1.84 -1.26 0.74
H 2.56 0.18 0.38
H 0.22 -1.50 -1.98
H 1.32 -0.39 -2.52

The calculation puts the HOMO energy at -8.71 eV. The calculation puts the LUMO energy at 0.72 eV. The calculation puts the strongest force on any atom at 1.172 eV Å⁻¹. Its orbital gap is 9.43 eV.

(12)
Computed, not measured: 2 unconnected molecules or ions with the total composition C3H11N3O, with ωB97M-V with the def2-TZVPD basis set.

Element x y z (Å)
C -0.66 1.55 0.07
N -0.14 0.18 0.13
C -0.71 -0.56 -1.44
C -0.66 -0.47 1.33
H -1.75 1.57 -0.01
H -0.28 2.04 -0.82
H -0.37 2.11 0.96
H -1.75 -0.80 -1.21
H -0.18 -1.48 -1.65
H -0.59 0.17 -2.23
H -1.75 -0.41 1.36
H -0.28 0.01 2.23
H -0.40 -1.53 1.33
N 2.11 -0.94 0.13
N 1.86 0.40 0.07
O 1.86 0.93 -1.08
H 1.26 -1.45 -0.17
H 2.43 -1.31 1.00

The calculation puts the HOMO energy (alpha / beta) at -8.05 / -8.05 eV. The calculation puts the LUMO energy (alpha / beta) at 0.70 / 0.70 eV. The calculation puts the strongest force on any atom at 3.719 eV Å⁻¹. Its orbital gap (alpha / beta) is 8.75 / 8.75 eV.

(13)
Computed, not measured: 2 unconnected molecules or ions with the total composition C3H11N3O2, with ωB97M-V with the def2-TZVPD basis set.

Element x y z (Å)
C -0.84 2.18 0.01
N -0.17 3.44 -0.32
C -0.55 1.13 -1.08
N -1.22 -0.17 -0.72
H -1.90 2.35 0.05
H -0.54 1.79 0.95
H -0.60 4.20 0.29
H 0.80 3.41 -0.12
H 0.54 0.90 -1.18
H -0.94 1.52 -2.03
H -0.87 -0.87 -1.36
H -0.77 -0.43 0.31
H -2.21 -0.13 -0.76
N 0.10 -2.58 -0.14
C 0.92 -1.71 0.64
O 2.13 -1.87 0.70
O 0.18 -0.76 1.17
H 0.59 -3.38 -0.48
H -0.82 -2.74 0.24

The calculation puts the HOMO energy at -9.17 eV. The calculation puts the LUMO energy at 0.46 eV. The calculation puts the strongest force on any atom at 2.626 eV Å⁻¹. Its orbital gap is 9.63 eV.

(14)
Computed, not measured: 2 unconnected molecules or ions with the total composition C3H11N3O2, with ωB97M-V with the def2-TZVPD basis set.

Element x y z (Å)
N -3.60 0.98 0.48
C -2.72 -0.01 0.81
N -1.48 -0.03 0.55
O -1.03 1.02 -0.27
H -4.59 0.82 0.54
H -3.26 1.69 -0.15
H -3.10 -0.83 1.40
H -0.06 0.90 -0.29
C 2.35 0.68 -1.00
C 1.88 -0.76 -0.78
N 1.66 -0.79 0.69
O 0.70 -1.78 1.05
H 1.95 1.06 0.05
H 2.00 1.08 -1.94
H 3.43 0.75 -0.95
H 0.91 -0.93 -1.25
H 2.61 -1.50 -1.12
H 2.51 -1.07 1.17
H -0.16 -1.29 1.01

The calculation puts the HOMO energy at -8.69 eV. The calculation puts the LUMO energy at 0.86 eV. The calculation puts the strongest force on any atom at 2.694 eV Å⁻¹. Its orbital gap is 9.55 eV.

(15)
Computed, not measured: 2 unconnected molecules or ions with the total composition C3H11N3O2, with ωB97M-V with the def2-TZVPD basis set.

Element x y z (Å)
N -0.32 0.88 -1.92
C -0.29 1.76 -0.72
C 0.53 1.20 0.40
N 0.32 -0.30 0.52
C -0.71 -0.98 1.19
N -1.31 -0.31 2.32
O -0.92 -2.19 1.04
H -0.55 -0.09 -1.72
H -0.83 1.26 -2.68
H -1.33 1.79 -0.33
H -0.06 2.83 -0.88
H 1.64 1.29 0.19
H 0.21 1.69 1.32
H 0.78 -0.86 -0.16
H -2.15 -0.64 2.79
H -1.05 0.63 2.59
O 2.32 -0.43 -2.01
H 2.64 -0.72 -2.94
H 1.45 -0.01 -2.08

The calculation puts the HOMO energy at -9.57 eV. The calculation puts the LUMO energy at 0.73 eV. The calculation puts the strongest force on any atom at 2.978 eV Å⁻¹. Its orbital gap is 10.30 eV.

For reference, molecular weight by record: 91.13; 91.13; 107.13; 107.13; 107.13; 107.20; 107.20; 89.14; 89.14; 89.14; 105.14; 105.14; 121.14; 121.14; 121.14 g mol⁻¹.